Entry 1:
# C49H38F9KN7O9S5Sb

C49H38F9KN7O9S5Sb as an isolated structure (ωB97M-V/def2-TZVPD, the Open Molecules 2025 dataset).

```
119
Properties=species:S:1:pos:R:3:mulliken_charge:R:1
Sb 4.77 -2.36 1.60 1.004
K -0.52 1.50 -0.56 0.690
S -4.35 3.94 -4.95 -0.175
S -0.42 4.44 2.20 1.077
S -6.27 2.60 -6.65 -0.492
S -2.54 3.71 -2.65 -0.301
S 1.39 2.35 3.23 1.058
F 0.65 6.59 3.42 -0.214
F 0.06 6.90 1.31 -0.202
F 5.31 -1.26 7.82 -0.332
F -0.05 1.86 5.49 -0.251
F 7.24 -7.68 -0.38 -0.321
F 1.86 5.81 1.72 -0.223
F -0.51 0.56 3.63 -0.174
F 1.24 0.24 4.91 -0.178
F 7.87 3.09 0.32 -0.331
O -0.24 -0.78 -1.69 -0.791
O -0.67 3.83 0.88 -0.345
O -2.26 -2.56 -2.66 -0.095
O -5.34 -3.71 -3.64 -0.583
O 1.66 1.62 2.01 -0.449
O 2.53 2.65 4.05 -0.670
O -0.99 0.50 -3.40 -0.811
O -1.64 4.98 2.89 -0.707
O -4.52 -3.49 -1.53 -0.313
N -3.02 1.11 1.01 0.315
N -2.28 -1.51 1.56 -0.100
N -2.98 -0.83 2.43 0.097
N -5.94 2.36 -3.86 0.531
N 0.48 3.59 3.11 -0.547
N -4.92 2.38 -2.95 -0.665
N 0.99 3.23 -2.50 0.071
C -4.90 2.68 1.35 -0.949
C 5.21 -3.03 4.54 -0.153
C -2.77 -3.32 3.13 -0.170
C 2.20 4.83 -3.80 -0.797
C 4.71 -2.03 3.76 -0.202
C 6.88 -6.55 0.23 0.398
C -9.37 1.02 -4.05 -0.542
C 6.84 -4.17 0.29 -0.298
C 7.97 1.02 1.48 -0.650
C 7.36 -5.33 -0.26 -0.585
C -0.79 -0.63 -2.84 0.594
C -7.16 1.69 -3.53 0.868
C -9.33 0.09 -3.03 -0.507
C 5.93 1.68 0.26 -0.837
C -3.73 2.22 0.68 0.218
C 2.36 4.76 -6.29 -1.286
C 6.05 -0.51 1.33 -0.300
C -1.66 -3.85 1.01 -0.051
C -5.20 2.03 2.55 -0.372
C -1.72 -5.18 1.35 -0.670
C -1.21 -1.94 -3.48 -0.629
C 1.86 4.20 -5.02 1.209
C -3.95 3.20 -3.40 0.032
C -2.73 -4.62 3.41 -0.553
C 5.39 0.41 0.59 -0.145
C 0.74 2.64 -3.69 -0.091
C -4.44 0.93 2.96 -0.480
C 5.34 -2.82 5.94 -0.865
C -2.94 -3.61 -3.34 -0.486
C -7.11 0.83 -2.44 -0.353
C 5.10 -1.58 6.47 0.342
C -2.18 -2.86 1.92 -0.064
C 0.60 6.04 2.17 0.465
C -4.42 -3.63 -2.86 0.485
C 5.85 -4.17 1.28 -0.207
C 4.58 -0.56 5.65 -0.526
C 4.39 -0.81 4.29 -0.159
C -2.17 -5.59 2.56 -0.394
C 0.44 1.19 4.38 0.499
C -3.42 0.42 2.13 -0.128
C 5.46 -5.41 1.84 -0.306
C 1.70 4.36 -2.55 -0.639
C -8.22 0.00 -2.19 -0.656
C 1.16 3.01 -4.94 -0.945
C -5.70 2.84 -5.15 0.168
C 5.93 -6.59 1.27 -0.605
C 7.23 1.94 0.75 0.637
C -8.26 1.81 -4.34 -0.668
C 7.37 -0.23 1.76 -0.231
H -2.88 -3.38 -4.43 0.330
H -3.07 -5.04 4.33 0.353
H -5.40 3.58 0.96 0.454
H 9.00 1.27 1.81 0.335
H 5.33 2.49 -0.15 0.473
H 7.36 -3.29 -0.11 0.299
H 0.14 1.68 -3.60 0.449
H -3.38 2.77 -0.17 0.104
H 5.64 -3.91 4.14 0.408
H 0.85 2.42 -5.80 0.430
H -10.22 -0.44 -2.82 0.397
H 7.87 -0.86 2.47 0.430
H 4.66 -5.56 2.58 0.385
H 1.50 4.85 -6.96 0.331
H -2.15 -6.59 2.95 0.401
H 5.71 -3.62 6.49 0.493
H -8.14 2.34 -5.25 0.213
H -0.34 -2.64 -3.50 0.245
H -4.66 0.38 3.85 0.489
H 4.04 0.00 3.62 0.348
H 1.80 4.90 -1.63 0.545
H -3.27 -2.54 3.75 0.377
H -8.32 -0.62 -1.31 0.391
H -10.31 1.23 -4.58 0.303
H -5.52 -3.55 -1.35 0.319
H 5.62 -7.54 1.63 0.446
H -1.42 -5.95 0.68 0.404
H -6.22 0.92 -1.81 0.569
H -2.41 -4.52 -3.12 0.313
H 2.64 5.83 -6.16 0.321
H -1.44 -3.39 0.02 0.416
H 4.33 0.27 0.23 0.278
H 2.66 5.81 -3.91 0.174
H 4.49 0.48 6.07 0.412
H 8.06 -5.12 -1.08 0.362
H -5.99 2.44 3.20 0.325
H 3.13 4.20 -6.81 0.278
H -1.53 -1.75 -4.51 0.412
```

- Multiplicity: 1
- Total charge: -2
- LUMO level: 2.659 eV
- Gap between HOMO and LUMO: 4.92 eV

***

Entry 2:
# C49H39BiBrN4O6S2

C49H39BiBrN4O6S2 as an isolated structure (ωB97M-V/def2-TZVPD, the Open Molecules 2025 dataset).

```
102
Properties=species:S:1:pos:R:3:mulliken_charge:R:1
Bi 2.45 0.11 -1.18 1.687
Br 0.55 6.66 -6.16 -0.153
S 1.00 -1.63 0.74 1.618
S 0.71 2.14 0.84 0.676
O 2.95 2.48 -3.48 -0.901
O 1.23 1.51 -2.40 -0.053
O 4.62 -0.91 -0.34 -0.691
O 2.32 -2.05 1.30 -0.749
O 6.61 0.07 0.14 -0.447
O 1.62 1.02 1.23 -0.794
N 0.30 -5.48 -5.84 -0.506
N -1.55 3.48 -4.65 -0.558
N 4.49 0.40 -2.61 -0.405
N 5.59 0.54 -1.77 -0.175
C 0.13 5.06 -5.27 0.010
C 0.24 -2.05 3.27 -1.041
C -3.43 0.84 -0.66 0.905
C -1.10 -0.38 2.09 -0.143
C 5.56 -0.16 -0.61 0.772
C 6.61 -0.55 1.46 -0.650
C 0.73 3.16 -4.00 0.423
C 2.27 -3.66 -3.59 -0.829
C -0.60 2.77 -4.04 -0.621
C 0.70 -1.37 -3.34 -0.359
C -2.85 0.05 0.35 0.800
C -1.54 -0.93 4.45 1.186
C -1.25 -6.62 -1.90 -1.687
C 0.31 -2.39 -4.19 -0.776
C -5.39 -0.58 -0.69 -0.764
C -1.51 2.29 -0.65 -1.055
C -1.55 0.39 0.89 -0.597
C -0.88 -3.00 -0.76 -0.086
C -0.06 3.18 4.66 -0.740
C -4.71 0.51 -1.17 -1.041
C 0.27 3.05 2.30 0.169
C -0.73 -5.38 -1.22 0.985
C -3.58 -1.07 0.83 -0.853
C -0.92 1.49 0.37 1.888
C -1.85 -0.17 3.30 1.284
C 0.93 -4.29 0.18 -0.786
C 1.74 2.34 -3.27 0.532
C 0.66 -4.62 -5.16 -0.293
C -3.59 0.97 4.54 -1.010
C -0.10 -1.31 2.12 0.241
C -4.81 -1.38 0.33 -0.927
C -0.43 4.53 4.55 0.960
C 0.26 -3.09 0.02 0.417
C -2.88 0.79 3.38 -0.826
C -1.19 4.61 -5.25 -0.266
C -0.42 5.12 3.29 -1.007
C -0.80 5.31 5.78 -1.426
C 1.09 -3.54 -4.31 0.462
C -0.48 -1.87 4.41 -1.477
C -2.74 1.98 -1.14 -1.253
C -1.37 -4.15 -1.37 -1.127
C 0.43 -5.43 -0.44 -0.946
C 1.11 4.33 -4.64 -0.675
C 0.29 2.44 3.54 -0.385
C 1.88 -1.49 -2.61 0.440
C -2.29 -0.73 5.64 -0.942
C -3.29 0.20 5.68 -0.771
C -0.06 4.39 2.16 -0.389
C 2.67 -2.63 -2.74 -0.355
H 1.83 -4.33 0.78 0.529
H 2.87 -4.56 -3.68 0.500
H -0.61 -2.31 -4.76 0.527
H -3.86 0.34 6.59 0.450
H 2.14 4.64 -4.64 0.572
H 0.07 -0.49 -3.25 0.595
H 0.94 -6.38 -0.31 0.426
H -0.25 -2.44 5.30 0.418
H 0.60 1.41 3.64 0.546
H -0.91 1.85 -3.56 0.762
H -2.10 -6.39 -2.54 0.360
H -3.11 1.41 2.52 0.496
H -3.19 2.60 -1.91 0.375
H -1.97 5.18 -5.73 0.400
H -0.99 6.36 5.55 0.355
H 4.64 -0.31 -3.32 0.252
H -0.01 5.26 6.53 0.355
H -0.48 -7.08 -2.51 0.383
H -4.37 1.71 4.58 0.475
H -1.57 -7.35 -1.16 0.392
H 3.58 -2.75 -2.16 0.468
H 4.19 1.29 -3.04 0.362
H -0.05 2.71 5.64 0.443
H -0.96 3.14 -1.03 0.407
H -2.27 -4.09 -1.98 0.382
H -1.71 4.90 6.24 0.308
H -3.15 -1.71 1.60 0.557
H 6.13 0.12 2.16 0.280
H -5.14 1.13 -1.94 0.493
H -2.05 -1.32 6.52 0.462
H -0.68 6.17 3.19 0.341
H 7.66 -0.69 1.71 0.262
H 6.09 -1.50 1.43 0.305
H -5.35 -2.24 0.70 0.477
H -0.04 4.87 1.19 0.461
H -6.37 -0.82 -1.07 0.428
H 6.37 1.14 -2.02 0.243
H -1.38 -2.06 -0.91 0.554
H 1.08 -2.73 3.23 0.677
```

- Multiplicity: 1
- Total charge: +1
- LUMO level: -2.885 eV
- Gap between HOMO and LUMO: 7.81 eV

***

Entry 3:
# C49H39BrLaN11O11SSe

C49H39BrLaN11O11SSe as an isolated structure (ωB97M-V/def2-TZVPD, the Open Molecules 2025 dataset).

```
114
Properties=species:S:1:pos:R:3:mulliken_charge:R:1
La -0.38 -0.35 -0.17 2.671
Br 3.05 3.98 -9.11 -0.223
Se -0.19 -3.31 0.33 0.994
S 2.61 1.53 4.80 1.244
O 2.06 2.60 5.59 -0.738
O -2.54 -1.61 -1.34 -0.501
O -1.98 1.16 -1.27 -0.584
O 1.35 0.63 -1.66 0.112
O 0.45 -2.46 -0.98 -0.991
O 0.92 0.41 1.76 1.167
O 1.03 -3.94 1.19 -0.795
O -1.23 -4.44 -0.22 -0.782
O -5.77 -3.11 4.02 -0.438
O 3.47 0.60 5.49 -0.744
O -0.98 -2.12 1.19 -0.819
N -0.90 -1.12 -2.81 0.121
N 0.18 2.47 -0.01 0.568
N 2.62 6.57 -3.60 -1.014
N 0.93 -0.76 -4.13 -0.408
N 2.23 6.04 -2.54 -0.162
N 1.46 0.77 3.96 -0.682
N 2.69 -1.58 0.54 -0.050
N -2.23 -3.07 -3.05 0.230
N -2.18 0.68 1.40 0.995
N -6.78 2.51 1.15 -0.505
N -7.35 1.89 2.08 -0.715
C 4.60 2.99 3.32 -0.727
C -5.27 2.48 -0.66 -0.247
C -0.37 3.36 0.78 -0.372
C -5.77 -3.35 5.41 -0.896
C 2.56 2.32 -2.78 -0.394
C -4.30 1.69 2.85 -0.555
C 1.68 5.14 -5.37 0.359
C 3.91 5.99 -5.58 -0.219
C 2.76 5.84 -4.82 -0.062
C 4.47 -0.87 -0.92 -0.188
C 2.88 1.65 2.28 0.577
C 5.09 3.26 2.05 -0.609
C 4.01 -1.25 0.35 -0.052
C -0.23 4.74 0.58 -1.532
C 4.01 5.41 -6.85 -0.563
C 1.61 1.87 -1.84 0.195
C 3.48 2.18 3.40 -0.159
C -3.25 -3.95 -2.47 -0.818
C 2.93 4.73 -7.36 0.169
C -5.48 2.21 0.68 -0.067
C 1.66 0.86 2.65 -0.618
C 2.08 4.66 -2.35 -0.197
C 5.78 -0.44 -1.11 -0.525
C -6.32 -0.36 1.74 0.320
C -6.81 0.65 2.58 -0.251
C -5.99 -1.60 2.25 -0.811
C -1.90 -1.91 -2.35 -0.258
C 1.76 4.58 -6.63 -0.695
C -4.12 2.14 -1.34 -1.109
C 2.76 3.66 -3.04 -0.678
C 4.92 -1.21 1.42 -0.311
C -6.95 0.37 3.93 -0.404
C 3.39 1.89 1.02 1.046
C -3.05 1.49 -0.69 0.306
C -4.38 1.69 1.43 1.064
C 6.67 -0.39 -0.04 -0.602
C 0.55 5.19 -0.44 -0.871
C 6.22 -0.78 1.22 -0.541
C -6.59 -0.87 4.46 -0.561
C -0.45 -2.70 -4.56 -1.106
C 4.50 2.71 0.91 -1.130
C -0.15 -1.52 -3.81 0.841
C -2.19 0.58 2.71 -0.742
C -3.23 1.26 0.75 -0.476
C -6.11 -1.86 3.61 1.074
C -1.48 -3.44 -4.11 -0.176
C -3.21 1.14 3.48 -1.421
C 0.98 2.90 -1.02 -0.611
C 1.22 4.26 -1.27 1.543
H -3.13 1.15 4.56 0.484
H -0.74 5.43 1.25 0.456
H 0.93 4.02 -7.04 0.426
H -6.11 2.94 -1.20 0.396
H 1.64 -1.19 -4.69 0.247
H -7.32 1.15 4.58 0.376
H -6.69 -1.04 5.52 0.351
H -5.08 2.16 3.42 0.670
H 4.92 2.91 -0.07 0.503
H -0.95 2.97 1.62 0.540
H 6.90 -0.75 2.07 0.383
H 3.51 3.94 -3.76 0.427
H 4.58 -1.51 2.41 0.359
H 0.78 5.03 -4.78 0.387
H -5.60 -2.38 1.60 0.434
H 4.75 6.53 -5.16 0.375
H 4.93 5.50 -7.42 0.390
H 5.06 3.39 4.21 0.409
H -6.77 -3.24 5.84 0.336
H 0.70 6.25 -0.62 0.486
H -3.38 -4.80 -3.13 0.340
H 6.11 -0.14 -2.10 0.343
H 1.23 -0.14 -3.37 -0.133
H -5.08 -2.68 5.93 0.359
H 3.77 -0.89 -1.75 0.355
H -6.20 -0.16 0.68 0.323
H 2.45 -2.06 1.40 0.217
H 3.13 1.56 -3.31 0.501
H -5.43 -4.38 5.55 0.247
H 5.96 3.91 1.94 0.395
H 0.15 -3.02 -5.40 0.367
H 2.18 -1.96 -0.25 0.235
H -4.01 2.34 -2.40 0.440
H -1.75 -4.38 -4.57 0.334
H -1.33 0.10 3.17 0.543
H -4.18 -3.40 -2.36 0.216
H 2.94 1.41 0.15 -0.045
H 7.69 -0.06 -0.18 0.360
H -2.90 -4.28 -1.49 0.278
```

- Multiplicity: 1
- Total charge: -2
- LUMO level: 3.164 eV
- Gap between HOMO and LUMO: 6.12 eV

***

Entry 4:
# C49H39N2OP2W

C49H39N2OP2W as an isolated structure (ωB97M-V/def2-TZVPD, the Open Molecules 2025 dataset).

```
94
Properties=species:S:1:pos:R:3:mulliken_charge:R:1
W -0.31 0.09 -0.52 0.872
P -1.84 2.01 -3.82 -0.006
P -1.73 1.98 -0.82 1.253
O 0.30 -1.64 0.74 -0.296
N 1.79 0.64 -0.23 0.117
N 3.74 0.89 0.70 0.173
C 0.59 3.50 -3.69 -0.302
C 2.71 0.05 0.52 0.535
C 0.10 0.07 3.96 0.581
C 2.76 2.49 -3.87 -0.510
C 2.74 -3.87 2.22 -0.641
C -2.26 3.25 -5.10 0.712
C 1.53 -2.08 1.18 -0.023
C -1.94 4.03 -7.36 -0.649
C 2.69 -1.30 1.09 0.882
C 3.91 -3.13 2.13 -0.879
C 3.43 0.94 5.52 -0.849
C -2.35 2.91 -2.27 -1.329
C -2.91 5.00 -7.17 -0.490
C 1.83 1.80 3.43 0.102
C -3.51 0.14 0.53 -0.556
C -1.62 4.70 2.88 -0.730
C -2.57 0.45 -0.51 0.195
C -0.26 -0.43 1.44 0.730
C -0.88 0.59 6.20 -0.060
C -2.76 -1.43 5.90 -0.767
C -2.19 -0.59 -1.47 -0.520
C 2.26 1.91 -0.53 -0.134
C -3.83 -1.15 0.79 -0.611
C 1.40 0.75 4.25 0.158
C 3.47 2.07 0.04 -1.663
C -1.63 4.45 0.49 -1.017
C 3.85 1.99 4.72 -0.614
C 1.96 3.62 -3.75 -0.770
C -1.81 -1.21 4.91 -0.444
C -1.85 2.52 1.90 -0.375
C 1.56 -3.35 1.74 -0.435
C 2.17 1.23 -3.92 -0.481
C -1.55 5.26 1.61 -0.877
C -0.86 -0.20 5.05 0.382
C -3.24 4.22 -4.92 -0.308
C 2.21 0.33 5.30 -0.367
C 3.04 2.42 3.68 -0.705
C -3.30 -2.21 -0.01 -0.730
C -1.61 3.16 -6.33 -0.436
C -3.57 5.09 -5.95 -0.677
C -2.58 -1.94 -1.12 -0.730
C 3.88 -1.86 1.57 -1.204
C -1.79 3.07 0.62 1.224
C -1.78 3.33 3.02 -0.896
C 0.79 1.11 -3.86 -0.700
C -2.77 -0.64 7.04 -0.458
C -0.13 -0.28 2.71 -0.946
C -0.02 2.25 -3.75 0.642
C -1.83 0.37 7.18 -0.956
H -1.43 3.96 -8.31 0.393
H -2.30 -2.74 -1.80 0.427
H -1.56 5.33 3.76 0.429
H 2.79 0.35 -4.02 0.492
H -2.11 -0.37 -2.53 0.491
H 4.85 -3.53 2.48 0.444
H -1.84 0.99 8.07 0.428
H 4.06 0.60 6.34 0.440
H 1.19 2.14 2.62 0.379
H -3.57 -3.23 0.23 0.480
H -4.52 -1.38 1.59 0.463
H 1.88 -0.48 5.93 0.527
H -3.48 -2.23 5.78 0.429
H -3.44 2.93 -2.22 0.744
H -3.77 4.31 -3.98 0.329
H 3.84 2.58 -3.94 0.451
H 0.32 0.14 -3.94 0.546
H -3.96 0.94 1.10 0.526
H -1.43 6.33 1.50 0.448
H -1.95 1.45 2.03 0.184
H 2.42 4.60 -3.73 0.427
H -1.83 2.88 4.01 0.529
H 0.63 -3.90 1.80 0.543
H 4.15 2.90 0.05 0.472
H -3.17 5.68 -7.97 0.384
H 1.69 2.59 -1.14 0.743
H 2.76 -4.86 2.65 0.467
H -3.50 -0.82 7.81 0.413
H 4.53 0.73 1.30 0.277
H -0.03 4.40 -3.64 0.398
H -1.80 -1.83 4.02 0.404
H 4.80 2.48 4.91 0.435
H -4.33 5.84 -5.79 0.399
H 4.81 -1.32 1.48 0.447
H -1.57 4.91 -0.49 0.269
H -0.85 2.41 -6.49 0.366
H 3.35 3.26 3.06 0.492
H -1.99 3.94 -2.26 0.568
H -0.16 1.39 6.31 0.497
```

- Multiplicity: 3
- Total charge: +1
- LUMO level (spin up / spin down): -2.776 / -2.750 eV
- Gap between HOMO and LUMO (spin up / spin down): 6.78 / 6.36 eV

***

Number 1: energy -181781.72444 eV. Number 2: energy -167238.72224 eV. Number 3: energy -237449.31244 eV. Number 4: energy -76868.63633 eV.